22
Properties=species:S:1:pos:R:3:nbo_charge:R:1 method="wB97M-V/def2-TZVPD" e_homo_ev=-10.27 e_above_lowest_ev=0.877 smiles="CC(=O)O[Si](C)(N)OC(C)=O" energy_ha=-842.44213 homo_lumo_gap_ev=10.74 largest_force_ev_per_a=3.7
C -2.55 1.62 0.81 -0.709
C -2.18 0.37 0.01 0.815
O -2.82 -0.47 -0.56 -0.576
O -0.92 0.13 0.37 -0.895
Si 0.10 -1.06 -0.15 2.230
C -0.16 -2.47 1.06 -1.185
N -0.04 -1.17 -1.86 -1.302
O 1.77 -0.54 0.14 -0.926
C 2.81 0.38 0.10 0.849
C 2.19 1.61 -0.63 -0.739
O 3.95 0.40 0.54 -0.558
H -1.96 2.41 0.38 0.241
H -3.68 1.67 0.87 0.234
H -2.19 1.49 1.77 0.238
H -0.98 -2.20 1.85 0.259
H -0.66 -3.35 0.57 0.261
H 0.75 -2.81 1.57 0.265
H 0.87 -1.00 -2.28 0.401
H -0.73 -0.55 -2.20 0.400
H 2.60 1.45 -1.73 0.238
H 1.11 1.59 -0.42 0.223
H 2.72 2.47 -0.22 0.235

***

19
Properties=species:S:1:pos:R:3:nbo_charge:R:1 method="wB97M-V/def2-TZVPD" e_homo_ev=-7.68 e_above_lowest_ev=5.379 energy_ha=-725.12719 homo_lumo_gap_ev=8.36 largest_force_ev_per_a=3.2
C 0.68 0.69 0.42 -0.572
C 0.13 -0.68 0.37 0.220
C -1.45 -0.58 0.49 -0.632
C 0.63 -1.60 1.54 -0.617
C -0.25 1.96 -1.97 -0.793
N 1.48 -0.61 -1.51 -0.491
O 0.41 -1.19 -0.89 -0.402
S 1.31 1.06 -1.28 0.862
H 0.09 1.41 0.86 0.225
H 1.58 0.67 1.02 0.229
H -1.73 -1.44 0.00 0.220
H -2.07 0.23 0.07 0.213
H -1.79 -0.79 1.60 0.204
H 0.05 -2.46 1.69 0.218
H 0.68 -0.97 2.45 0.202
H 1.64 -1.92 1.39 0.224
H -0.72 1.15 -2.43 0.229
H 0.21 2.65 -2.70 0.231
H -0.90 2.42 -1.13 0.229

***

19
Properties=species:S:1:pos:R:3:nbo_charge:R:1 method="wB97M-V/def2-TZVPD" e_homo_ev=-7.94 e_above_lowest_ev=4.094 energy_ha=-725.17444 homo_lumo_gap_ev=7.78 largest_force_ev_per_a=4.0
C -0.54 -0.45 0.54 0.217
C -2.93 -0.79 -0.18 -0.614
C 2.94 1.00 -0.33 -0.624
C -1.64 0.02 -0.42 -0.414
C 1.62 0.80 0.42 -0.239
N 0.72 -0.25 -0.15 -0.546
O -0.55 -1.83 0.57 -0.636
S 1.14 -1.98 0.05 0.592
H -0.64 -0.29 1.55 0.170
H -2.85 -1.81 -0.56 0.224
H -3.77 -0.26 -0.72 0.207
H -3.22 -0.79 0.84 0.204
H 2.75 1.34 -1.43 0.206
H 3.40 1.88 0.09 0.220
H 3.66 0.18 -0.36 0.217
H -1.80 1.18 -0.30 0.198
H -1.26 -0.05 -1.47 0.229
H 1.99 0.37 1.37 0.176
H 0.99 1.73 0.50 0.214

***

19
Properties=species:S:1:pos:R:3:nbo_charge:R:1 method="wB97M-V/def2-TZVPD" e_homo_ev=-9.33 e_above_lowest_ev=1.124 smiles="CCC(=O)NCCS" energy_ha=-725.28358 homo_lumo_gap_ev=9.96 largest_force_ev_per_a=2.0
C -0.90 -2.24 -1.23 -0.616
C -0.27 -1.08 -0.47 -0.516
C 0.23 0.04 -1.37 0.694
O 0.30 -0.10 -2.57 -0.597
N 0.36 1.30 -0.81 -0.632
C -0.13 1.80 0.45 -0.237
C 0.26 1.11 1.78 -0.545
S 2.02 0.68 1.76 -0.048
H -0.78 -3.20 -0.77 0.209
H -1.97 -2.08 -1.38 0.203
H -0.54 -2.23 -2.26 0.244
H 0.60 -1.51 0.04 0.231
H -0.90 -0.68 0.32 0.209
H 1.03 1.85 -1.25 0.401
H -1.21 1.88 0.38 0.200
H 0.13 2.85 0.59 0.216
H -0.43 0.32 2.06 0.226
H 0.20 1.86 2.57 0.223
H 2.00 -0.60 2.17 0.134

***

19
Properties=species:S:1:pos:R:3:nbo_charge:R:1 method="wB97M-V/def2-TZVPD" e_homo_ev=-9.13 e_above_lowest_ev=2.812 smiles="CN(C)C(=O)CCS" energy_ha=-725.22153 homo_lumo_gap_ev=9.92 largest_force_ev_per_a=3.8
C 1.74 0.02 -1.78 -0.411
N 1.15 0.10 -0.44 -0.520
C 1.14 -1.19 0.27 -0.472
C -0.26 0.39 -0.57 0.722
O -0.84 -0.17 -1.49 -0.564
C -1.04 1.31 0.33 -0.517
C -1.35 0.63 1.68 -0.511
S -2.41 -0.82 1.45 -0.035
H 1.76 -1.07 -2.13 0.190
H 1.33 0.75 -2.49 0.221
H 2.85 0.14 -1.63 0.200
H 1.59 -1.04 1.29 0.202
H 1.64 -2.11 -0.29 0.214
H 0.29 -1.81 0.56 0.234
H -0.61 2.29 0.54 0.246
H -2.09 1.55 -0.12 0.233
H -1.80 1.24 2.43 0.225
H -0.37 0.28 2.16 0.216
H -2.71 -0.50 0.22 0.128

***

19
Properties=species:S:1:pos:R:3:nbo_charge:R:1 method="wB97M-V/def2-TZVPD" e_homo_ev=-9.08 e_above_lowest_ev=4.890 energy_ha=-725.14517 homo_lumo_gap_ev=9.83 largest_force_ev_per_a=4.1
C 0.23 -0.54 -0.05 -0.138
C 0.41 0.26 -1.63 -0.381
C 0.28 -0.52 1.34 -0.496
C 0.24 2.42 -0.23 -0.591
C 0.52 1.78 -1.64 -0.429
N -0.92 -2.93 0.94 -1.017
O -1.12 -1.78 3.25 -0.960
S -0.06 -2.08 2.29 1.352
H 1.20 -0.41 -2.00 0.228
H 0.19 -1.56 -0.28 0.200
H -0.49 -0.15 -2.24 0.221
H 0.36 0.35 1.99 0.220
H -0.76 2.33 -0.26 0.202
H 0.47 3.51 -0.29 0.209
H 0.64 1.91 0.65 0.213
H 1.57 2.06 -1.76 0.204
H -0.07 2.17 -2.47 0.215
H -0.80 -3.90 1.04 0.365
H -1.91 -2.92 1.35 0.385

***

19
Properties=species:S:1:pos:R:3:nbo_charge:R:1 method="wB97M-V/def2-TZVPD" e_homo_ev="-12.64 / -12.63" e_above_lowest_ev=1.217 charge=+1 multiplicity=2 s2=0.75 energy_ha=-724.93363 homo_lumo_gap_ev="8.54 / 3.18" largest_force_ev_per_a=3.4
C -0.68 0.27 0.97 -0.234
N -1.68 -0.75 0.78 -0.632
C -2.56 -1.21 1.71 0.530
O -2.74 -0.66 2.77 -0.573
C 0.79 -0.16 0.71 -0.402
C 0.99 -0.16 -0.82 -0.431
C 0.92 1.09 -1.67 -0.628
S 2.51 1.89 -1.94 0.732
H -0.99 1.15 0.36 0.176
H -0.70 0.62 2.01 0.252
H -1.46 -1.32 -0.07 0.379
H -3.12 -2.09 1.38 0.129
H 1.01 -1.14 1.10 0.247
H 1.46 0.52 1.20 0.221
H 2.00 -0.64 -0.94 0.224
H 0.39 -0.91 -1.35 0.241
H 0.40 0.86 -2.63 0.323
H 0.18 1.80 -1.32 0.291
H 3.30 0.84 -2.22 0.155

***

20
Properties=species:S:1:pos:R:3:nbo_charge:R:1 method="wB97M-V/def2-TZVPD" e_homo_ev=-8.66 e_above_lowest_ev=5.643 energy_ha=-1123.30098 homo_lumo_gap_ev=8.06 largest_force_ev_per_a=3.9
C 2.24 -2.02 -1.41 -0.426
C 2.21 -0.54 -1.15 -0.412
C 1.07 -1.36 -0.66 -0.452
C -1.36 0.87 1.72 -0.610
C -1.72 0.58 0.28 -0.216
N -0.72 0.95 -0.60 -0.640
O -1.50 -1.69 -0.85 -0.868
S -3.43 1.31 0.08 -0.101
S -0.41 -1.18 -1.66 1.174
H 1.96 -2.25 -2.43 0.206
H 3.05 -2.69 -1.11 0.234
H 2.75 -0.15 -0.32 0.232
H 2.16 0.07 -2.17 0.225
H 0.94 -1.45 0.43 0.261
H -1.26 1.89 1.97 0.222
H -2.17 0.36 2.37 0.193
H -0.38 0.55 2.07 0.215
H -1.88 -0.51 0.09 0.282
H -1.02 1.37 -1.39 0.337
H -3.59 0.85 1.45 0.143